1.
{"formula": "C9H13AgAlNO", "method": "ωB97M-V with the def2-TZVPD basis set", "symbols": ["O", "C", "C", "C", "Al", "N", "C", "C", "C", "C", "C", "C", "H", "H", "H", "H", "H", "H", "H", "H", "H", "H", "H", "H", "H", "Ag"], "positions_angstrom": [[0.20, 0.20, 3.60], [-0.31, 0.00, 2.52], [0.18, -1.17, 1.60], [1.52, -0.90, 0.82], [1.76, -2.14, -0.81], [-1.42, 0.91, 2.10], [-1.10, 1.11, 0.69], [-1.79, 0.37, -0.35], [-1.36, 0.59, -1.73], [-0.30, 1.54, -1.99], [0.36, 2.31, -0.96], [-0.04, 2.10, 0.42], [-0.66, -1.44, 0.91], [0.36, -2.08, 2.24], [2.37, -1.09, 1.54], [1.65, 0.15, 0.45], [3.32, -2.14, -1.20], [1.22, -3.63, -0.50], [0.96, -1.56, -2.11], [-2.30, 0.40, 2.21], [-2.59, -0.33, -0.03], [-1.89, -0.03, -2.52], [0.03, 1.67, -3.04], [1.18, 3.04, -1.14], [0.41, 2.63, 1.29], [-1.76, -0.51, -4.01]], "nbo_charge": [-0.5250, 0.6971, -0.5220, -0.9285, 0.9372, -0.6823, 0.1824, -0.2505, -0.1874, -0.2250, -0.1954, -0.1909, 0.1875, 0.2492, 0.2239, 0.2005, -0.3820, -0.3937, -0.4652, 0.3762, 0.2334, 0.0144, 0.2080, 0.2411, 0.2543, 0.9426], "gap_ev": 3.908, "charge": 0, "homo_energy_ev": -7.535, "energy_ha": -869.88151}

2.
{"formula": "C9H13BN2", "method": "ωB97M-V with the def2-TZVPD basis set", "symbols": ["C", "N", "C", "C", "N", "B", "C", "C", "C", "C", "C", "C", "H", "H", "H", "H", "H", "H", "H", "H", "H", "H", "H", "H", "H"], "positions_angstrom": [[-1.23, 1.94, 0.81], [-1.56, 0.62, 0.32], [-2.85, 0.28, -0.19], [-2.69, -1.12, -0.70], [-1.44, -1.62, -0.13], [-0.68, -0.52, 0.23], [0.94, -0.38, 0.22], [1.51, -0.52, -1.07], [2.86, -0.28, -1.28], [3.68, -0.03, -0.18], [3.15, -0.07, 1.13], [1.77, -0.10, 1.27], [-1.75, 2.18, 1.72], [-0.15, 1.85, 1.02], [-1.63, 2.57, -0.01], [-3.22, 0.89, -1.06], [-3.55, 0.54, 0.74], [-3.38, -1.85, -0.44], [-2.68, -1.07, -1.86], [-1.16, -2.59, -0.37], [0.82, -0.82, -1.81], [3.17, -0.17, -2.27], [4.74, 0.13, -0.30], [3.85, 0.10, 1.88], [1.48, 0.05, 2.34]], "nbo_charge": [-0.3924, -0.6377, -0.2071, -0.2136, -0.8492, 0.8783, -0.3033, -0.1839, -0.2238, -0.2043, -0.2125, -0.1968, 0.1761, 0.2233, 0.1862, 0.1837, 0.1683, 0.2002, 0.1656, 0.4066, 0.2049, 0.2093, 0.2072, 0.2069, 0.2082], "relative_energy_kcal_mol": 17.94, "smiles": "CN1CCNB1c1ccccc1", "gap_ev": 8.698, "charge": 0, "homo_energy_ev": -7.966, "energy_ha": -485.12952}

> What is the formula in the second record?

C9H13BN2